1.
Molecular formula: C6H18ClLiO3S3
Method: DFT, wB97M-V/def2-TZVPD

Geometry as XYZ:
```
32
Properties=species:S:1:pos:R:3:lowdin_charge:R:1
Li 0.39031 1.23076 -0.02565 0.46
Cl 0.49240 2.47085 -1.98548 -0.36
C -4.21619 1.58168 0.02431 -0.25
S -2.51796 1.94677 -0.63499 0.86
O -1.51343 1.41274 0.40242 -0.71
C -2.55473 0.62576 -1.91412 -0.28
H -4.51021 2.26006 0.83207 0.05
H -4.30737 0.58904 0.47509 0.05
H -4.86454 1.61255 -0.82260 0.03
H -2.87899 -0.31545 -1.48328 0.03
H -1.60453 0.64732 -2.43447 0.01
H -3.26771 0.91225 -2.68419 0.05
C 3.56583 0.61498 -1.33722 -0.24
S 3.53055 1.70776 0.15656 0.84
O 2.17816 1.62766 0.73489 -0.65
C 4.42998 0.54784 1.27390 -0.23
H 4.60590 0.29160 -1.45366 0.05
H 3.16483 1.12157 -2.22587 0.03
H 2.98234 -0.20959 -0.97957 0.03
H 5.33476 0.10141 0.87077 0.05
H 3.67103 -0.20395 1.39240 0.04
H 4.54486 1.16895 2.14356 0.04
C -1.03868 -1.48443 2.21485 -0.21
S -0.91166 -1.42126 0.34755 0.86
O 0.37702 -0.63852 0.09403 -0.64
C -0.55207 -3.22257 -0.09403 -0.22
H -0.05745 -1.78662 2.61228 0.06
H -1.77925 -2.16076 2.59129 0.03
H -1.32609 -0.45499 2.52884 0.06
H 0.47561 -3.45847 0.26643 0.06
H -0.57871 -3.18163 -1.20203 0.05
H -1.26402 -3.93332 0.31591 0.04
```

Summary:
Largest force on an atom = 0.038 hartree/bohr
Electronic energy = -2127.4234 Eh
Orbital gap = 8.0 eV
Net charge = 0
Lowest unoccupied orbital energy = 0.15 eV

2.
Molecular formula: C4H10NOS
Method: DFT, wB97M-V/def2-TZVPD

Geometry as XYZ:
```
17
Properties=species:S:1:pos:R:3:lowdin_charge:R:1
N 1.17018 0.70194 0.68842 0.18
C -0.23350 0.35257 0.83974 -0.27
C -0.63938 -0.30999 2.19869 -0.17
O 0.20835 -0.77242 2.90261 0.11
C -0.55740 -0.57821 -0.44053 -0.29
C -0.62981 -0.03063 -1.78667 -0.58
S 0.65504 -0.85686 -2.83721 0.77
H 1.72259 1.51869 1.05266 0.20
H 1.35045 0.87365 -0.33874 0.16
H 1.70305 -0.15041 1.05378 0.20
H -0.83200 1.29655 0.64839 0.17
H -1.68941 -0.07508 2.50134 0.15
H 0.10389 -1.59435 -0.34261 0.17
H -1.61108 -0.85399 -0.07681 0.14
H -0.66305 1.08705 -1.82361 0.10
H -1.66534 -0.28597 -2.17023 0.11
H 1.60743 -0.32253 -2.06922 -0.17
```

Summary:
Largest force on an atom = 0.122 hartree/bohr
Energy relative to the best compared isomer or geometry (same formula, charge and spin) = 67.3 kcal/mol
Electronic energy = -686.2637 Eh
Orbital gap = 9.2 eV
Net charge = +1
SMILES = [NH3+][C@H](C=O)CCS
Lowest unoccupied orbital energy = -3.94 eV

3.
Molecular formula: C4H9O4
Method: DFT, wB97M-V/def2-TZVPD

Geometry as XYZ:
```
17
Properties=species:S:1:pos:R:3:lowdin_charge:R:1
C 0.28983 -1.54471 -0.49097 -0.44
O 0.98041 -1.14692 0.66632 -0.33
C -0.88034 -0.66459 -0.63603 -0.23
C -0.30913 0.67119 -0.80011 -0.17
C -1.05133 1.76591 -0.21408 -0.49
O -0.40734 2.98653 0.00407 -0.02
O -2.08020 1.82829 0.41428 0.05
H 1.04825 -1.54603 -1.25050 0.09
H 0.10136 -2.71983 -0.25248 0.14
H -1.39539 -0.84727 0.32774 0.13
H -1.54278 -0.87256 -1.49418 0.12
H 0.73404 0.65356 -0.39200 0.14
H 0.05208 0.80132 -1.87246 0.16
H -1.04641 3.63691 0.53912 0.17
H 1.90668 -2.20574 0.58937 0.02
H 2.26819 -3.31190 1.59271 -0.06
O 2.70460 -3.03730 0.79782 -0.28
```

Summary:
Largest force on an atom = 0.104 hartree/bohr
Energy relative to the best compared isomer or geometry (same formula, charge and spin) = 76.7 kcal/mol
Electronic energy = -458.7453 Eh
Orbital gap = 7.1 eV
Net charge = -1
Lowest unoccupied orbital energy = 3.32 eV

4.
Molecular formula: C5H13NO2
Method: DFT, wB97M-V/def2-TZVPD

Geometry as XYZ:
```
21
Properties=species:S:1:pos:R:3:lowdin_charge:R:1
C -2.43607 -0.38162 -1.37444 -0.14
C -1.29681 -0.83413 -0.49012 -0.29
C -0.76917 0.14623 0.57625 -0.19
C 0.11418 -0.43590 1.68852 -0.17
N 1.31874 0.37522 1.73617 0.01
C 2.55880 -0.07478 1.46110 -0.38
O 2.85648 -1.20532 1.14269 0.01
H -3.36648 -0.23324 -0.85859 0.06
H -2.10347 0.41685 -2.04912 0.07
H -2.81429 -1.14517 -2.12135 0.09
H -0.50683 -1.14794 -1.20116 0.12
H -1.60608 -1.75367 0.04714 0.11
H -0.21827 0.86518 -0.00699 0.09
H -1.71801 0.62011 0.91948 0.12
H -0.27164 -0.58677 2.70191 0.12
H 0.24959 -1.47009 1.34747 0.11
H 1.16656 1.36611 1.64928 0.13
H 3.36064 0.68653 1.58049 0.13
O 1.77434 1.36165 -1.92055 -0.06
H 2.47912 1.35118 -2.58912 0.05
H 1.22865 2.07958 -2.23903 0.03
```

Summary:
Largest force on an atom = 0.048 hartree/bohr
Energy relative to the best compared isomer or geometry (same formula, charge and spin) = 32.6 kcal/mol
Electronic energy = -403.5247 Eh
Orbital gap = 10.1 eV
Net charge = 0
SMILES = CCCCNC=O.O
Lowest unoccupied orbital energy = 0.54 eV

> What is the orbital gap in the first record?

8.0 eV

> Look up the largest force on an atom of the third one.

0.104 hartree/bohr

> Number 1 is which compound?

C6H18ClLiO3S3

> Which of these has the lowest net charge?

C4H9O4